1.
Computed, not measured: a 10-piece molecular cluster, C17H48N14O13S overall at a distorted geometry, with ωB97M-V/def2-TZVPD.

Each line ends with the Mulliken spin population.
Atoms and positions in Å:
C -3.0197 -1.0056 3.0050  5.57
O -3.7029 -1.5738 2.1505  -1.89
N -3.2729 0.1184 3.6047  -1.02
N -1.7977 -1.3857 3.1838  -1.62
H -2.5169 0.7161 3.9065  -0.05
H -4.2580 0.3351 3.6576  -0.24
H -1.1737 -0.7600 3.6729  0.19
H -1.5263 -2.2123 2.6708  0.02
C -6.1553 0.2915 0.8803  0.22
O -6.8977 1.1562 0.2917  -0.02
N -6.2485 0.0099 2.1302  -0.14
N -5.1650 -0.3102 0.2529  -0.13
H -7.1475 0.2504 2.5226  -0.01
H -5.7941 -0.8561 2.3822  0.01
H -4.6135 -0.9113 0.8484  -0.01
H -4.9419 -0.1700 -0.7221  0.01
C -2.7471 5.3675 -0.2301  0.10
O -2.3689 6.0582 -1.1430  -0.02
N -2.0920 4.3725 0.3460  0.04
N -3.8949 5.6539 0.3200  0.00
H -1.3266 3.8927 -0.1057  -0.02
H -2.4955 4.1880 1.2533  -0.04
H -4.2728 6.5795 0.1762  0.00
H -4.4021 5.0069 0.9068  -0.01
C -2.9851 -4.2557 -0.0263  0.30
O -1.9726 -4.3679 0.7390  -0.16
N -2.8628 -4.5491 -1.2569  -0.04
N -4.1650 -3.7602 0.2999  -0.16
H -1.9536 -4.8806 -1.5458  0.01
H -3.7419 -4.6308 -1.7476  -0.01
H -4.8235 -3.5521 -0.4371  0.00
H -4.2258 -3.2697 1.1807  0.00
C 1.1629 -3.8469 2.7249  0.64
O 1.7980 -4.0478 1.6901  -0.13
N 1.5969 -3.4413 3.8745  -0.03
N -0.0961 -4.2202 2.7788  -0.07
H 2.5580 -3.2469 4.1169  0.03
H 0.9663 -3.3608 4.6594  -0.21
H -0.5590 -4.5622 1.9489  0.06
H -0.6302 -4.1942 3.6356  -0.06
C 4.8705 3.1938 -0.6739  -0.01
O 5.5591 2.6849 0.1367  -0.01
N 3.6588 3.4851 -0.4070  0.00
N 5.2773 3.5825 -1.8767  0.00
H 3.0146 3.6617 -1.1646  0.00
H 3.2384 3.0568 0.4054  0.00
H 4.9201 4.4236 -2.3070  0.00
H 6.2388 3.3984 -2.1248  0.00
C 1.6569 4.1581 -3.6442  0.01
O 2.5095 4.1653 -2.7312  0.01
N 0.9584 3.1433 -3.9421  0.00
N 1.4430 5.1443 -4.4937  0.00
H 1.0552 2.4981 -3.1712  -0.01
H 0.1970 3.2558 -4.5961  0.00
H 0.9983 4.9440 -5.3781  0.00
H 1.8851 6.0380 -4.3328  0.00
C -0.2760 -1.5434 -0.2648  -0.11
C -1.3588 -1.2372 -1.2760  -0.15
O -1.1744 -0.0175 -1.8174  -0.06
S -0.1870 0.9121 -0.8225  -0.38
O -1.0290 1.6381 0.1765  0.03
O 0.8716 1.6331 -1.4873  0.08
O 0.5232 -0.4444 -0.1503  0.24
H 0.4092 -2.3129 -0.6202  -0.01
H -0.5804 -1.8454 0.7373  -0.10
H -2.3588 -1.2809 -0.8445  0.08
H -1.2583 -1.8419 -2.1773  0.00
C 2.8136 -3.4600 -3.5510  0.00
C 3.4894 -2.7069 -2.4410  -0.01
C 3.2676 -1.2752 -2.8812  0.02
O 2.0444 -1.2598 -3.5891  -0.01
C 1.5291 -2.6758 -3.7444  0.01
H 2.4731 -4.4875 -3.4228  0.00
H 3.4943 -3.4818 -4.4020  0.00
H 4.5703 -2.8237 -2.5181  0.00
H 3.0291 -2.6604 -1.4540  0.00
H 4.0222 -0.8753 -3.5585  0.00
H 3.1428 -0.5695 -2.0598  -0.01
H 1.1490 -2.7545 -4.7629  0.00
H 0.9079 -2.9420 -2.8892  0.00
C 2.8945 -0.5337 2.3717  -0.29
C 2.2195 0.4304 3.3782  0.63
C 1.8195 1.6430 2.5052  0.66
O 2.9375 1.7185 1.5357  -0.30
C 3.6907 0.4531 1.5452  0.03
H 2.2260 -1.1549 1.7756  0.18
H 3.6166 -1.2045 2.8372  -0.08
H 2.9332 0.7718 4.1280  -0.05
H 1.3248 -0.0620 3.7592  -0.34
H 1.8707 2.5154 3.1567  -0.07
H 0.8611 1.6865 1.9878  -0.12
H 4.6637 0.4711 2.0363  0.01
H 3.7123 0.1190 0.5080  0.04

Output
Gap between HOMO and LUMO (spin up / spin down), eV: 2.08 / 8.18
Strongest force on any atom, eV/A: 7.7
Spin multiplicity: 2
⟨S²⟩: 0.751
E_tot, Eh: -2819.50877
Total charge: -1
HOMO (spin up / spin down), eV: -0.1287 / -6.3232

2.
Computed, not measured: a 3-piece molecular cluster, C17H48N6O3P3 overall at a distorted geometry, with ωB97M-V/def2-TZVPD.

Each line ends with the Mulliken charge.
Atoms and positions in Å:
C -1.4557 5.0252 1.4432  -0.21
C -0.3160 5.0522 1.0735  -0.27
C 1.0537 5.0803 0.5570  -0.82
C 1.7052 3.6929 0.4404  -0.58
C 1.6192 2.8184 1.6898  -1.02
P 3.3277 2.1882 2.3204  0.27
O 3.8285 3.8630 2.6313  -0.61
H -2.4983 5.2127 1.4828  0.44
H 1.6566 5.7800 1.1338  0.38
H 0.9614 5.4891 -0.4548  0.26
H 2.7574 3.8656 0.1964  0.52
H 1.2859 3.1817 -0.4277  0.37
H 1.0755 3.3018 2.5040  0.49
H 1.0339 1.9306 1.4289  0.17
H 3.8791 2.2557 0.9605  -0.10
H 4.6285 1.7089 2.7944  0.07
H 2.7572 2.0375 3.6852  -0.07
H 2.9406 0.8020 2.0591  -0.39
H 3.6949 4.0026 3.5725  0.25
O -0.7291 3.0836 -3.5451  -0.87
P -2.0973 2.5000 -3.4641  0.61
N -2.0956 1.5767 -2.0286  0.30
C -1.2788 0.3782 -1.9046  -1.13
C -1.9465 2.4295 -0.8456  -1.48
N -2.0844 1.5727 -4.9549  0.20
C -1.9777 0.1310 -4.9908  -1.10
C -1.2928 2.1636 -6.0259  -1.06
N -3.7692 2.6774 -3.4873  0.19
C -4.7312 1.8497 -2.7913  -0.79
C -4.3195 3.5206 -4.5366  -1.13
H -1.4019 -0.0367 -0.9035  0.46
H -0.2099 0.5668 -2.0652  0.31
H -1.6013 -0.3994 -2.5937  0.30
H -2.6790 3.2421 -0.8645  0.40
H -0.9512 2.8747 -0.7767  0.38
H -2.1317 1.8516 0.0604  0.43
H -0.9926 -0.2314 -4.6635  0.38
H -2.1426 -0.2229 -6.0126  0.36
H -2.7494 -0.3462 -4.3831  0.27
H -0.2208 1.9477 -5.9256  0.30
H -1.4070 3.2459 -6.0448  0.31
H -1.6370 1.7781 -6.9900  0.36
H -4.6272 0.7915 -3.0457  0.22
H -5.7392 2.1625 -3.0714  0.39
H -4.6603 1.9504 -1.7095  0.23
H -4.6555 2.9240 -5.3931  0.34
H -3.5708 4.2297 -4.8945  0.35
H -5.1607 4.1118 -4.1664  0.40
O 1.5659 -1.9841 2.1431  -0.81
P 1.3069 -3.4446 2.0785  0.52
N -0.0263 -3.6771 3.1433  0.17
C 0.1172 -3.4734 4.5748  -1.01
C -1.2213 -3.0113 2.6386  -1.23
N 2.8411 -4.0298 2.6762  0.20
C 3.0248 -4.5856 3.9980  -1.09
C 3.9799 -3.1836 2.3176  -1.10
N 0.9986 -4.8507 1.2055  0.22
C 0.2134 -5.9839 1.6432  -0.82
C 1.8505 -5.0932 0.0515  -1.13
H -0.8471 -3.6391 5.0596  0.35
H 0.4633 -2.4636 4.8324  0.31
H 0.8004 -4.1950 5.0148  0.30
H -1.4081 -3.3052 1.6010  0.36
H -1.1320 -1.9186 2.6711  0.34
H -2.0936 -3.3123 3.2227  0.39
H 2.9126 -3.8362 4.7944  0.37
H 4.0288 -5.0111 4.0786  0.35
H 2.3358 -5.4124 4.1890  0.27
H 4.0875 -2.3178 2.9810  0.37
H 3.8794 -2.8029 1.3033  0.30
H 4.8987 -3.7754 2.3601  0.35
H 0.5753 -6.3993 2.5878  0.22
H 0.2728 -6.7715 0.8893  0.39
H -0.8420 -5.7401 1.7590  0.24
H 2.6791 -5.7658 0.3020  0.34
H 2.2772 -4.1586 -0.3163  0.34
H 1.2807 -5.5262 -0.7745  0.41

Output
Gap between HOMO and LUMO, eV: 5.31
Strongest force on any atom, eV/A: 5.2
Spin multiplicity: 1
Energy relative to the best compared isomer or geometry (same formula, charge and spin), kJ/mol: 0.0
E_tot, Eh: -2254.65131
Total charge: -1
HOMO, eV: -3.0085

3.
Computed, not measured: a 7-piece molecular cluster, C17H48O7 overall at a distorted geometry, with ωB97M-V/def2-TZVPD.

Each line ends with the Mulliken charge.
Atoms and positions in Å:
C -36.9129 -15.7981 -13.6903  -1.04
C -37.9935 -15.9878 -14.8474  0.74
C -37.5651 -15.6726 -16.2186  -1.17
O -38.4588 -17.3377 -14.7860  -0.45
H -36.0972 -16.5633 -13.8258  0.04
H -37.2947 -16.1788 -12.7088  -0.17
H -36.3733 -15.0390 -13.7126  0.92
H -38.7245 -15.1924 -14.4748  0.00
H -37.3062 -14.5996 -16.3787  0.35
H -38.2719 -16.1399 -16.9738  0.32
H -36.5394 -16.0667 -16.5163  0.27
H -38.9806 -17.4221 -15.4463  0.26
C -40.0134 -21.7338 -11.2933  -1.23
C -41.0209 -21.2158 -10.3206  0.36
C -40.8298 -21.6829 -8.8715  -1.01
O -40.9822 -19.8289 -10.2703  -0.58
H -38.9504 -21.6080 -10.9541  0.23
H -40.0107 -21.4407 -12.3655  0.37
H -40.1075 -22.8088 -11.7173  0.36
H -42.0185 -21.4398 -10.5605  0.36
H -40.7134 -22.7810 -8.8753  0.38
H -41.6151 -21.2764 -8.1489  0.31
H -39.8302 -21.2989 -8.2053  0.07
H -41.8176 -19.4791 -9.9861  0.27
C -41.3616 -14.9787 -9.2246  -1.26
C -41.8701 -14.6907 -10.5847  0.62
C -41.2592 -15.4661 -11.6347  -0.50
O -43.3101 -14.9699 -10.5034  -0.55
H -40.2905 -14.7543 -8.8165  0.07
H -41.3188 -15.9554 -8.9647  0.38
H -41.9267 -14.6599 -8.3883  0.41
H -41.6361 -13.5539 -10.6062  0.09
H -41.5068 -16.6095 -11.6859  0.17
H -40.1740 -15.3834 -11.3671  0.02
H -41.5442 -14.9142 -12.6152  0.25
H -43.6909 -14.1904 -10.0266  0.35
C -34.1787 -19.7972 -11.6812  -1.38
C -34.5399 -18.5159 -12.4484  1.71
C -33.5325 -17.3902 -12.1208  -1.61
O -34.2912 -18.6743 -13.7837  -0.59
H -32.9694 -20.0708 -11.8521  0.23
H -34.7790 -20.5698 -11.8096  0.49
H -34.1466 -19.8168 -10.5684  0.30
H -35.5467 -18.0642 -12.1792  -0.69
H -33.6819 -16.9503 -11.2185  0.49
H -33.5692 -16.3758 -12.7558  0.24
H -32.6283 -17.7824 -11.9943  0.52
H -35.1157 -18.8903 -14.1466  0.37
C -36.2719 -13.1651 -6.1340  -1.56
C -36.2150 -14.1139 -7.3593  1.04
C -37.1695 -13.6702 -8.4192  -1.28
O -34.9085 -14.0584 -7.8567  -0.60
H -35.4327 -13.1777 -5.7059  0.59
H -37.0772 -13.6390 -5.4084  0.30
H -36.4708 -12.1162 -6.3990  0.26
H -36.4741 -15.1916 -7.0367  -0.11
H -37.1204 -12.6773 -8.7432  0.45
H -37.9903 -13.5907 -7.8299  0.41
H -37.3470 -14.2770 -9.3564  0.15
H -34.6150 -15.0289 -8.1265  0.34
C -38.2334 -17.6478 -10.4817  0.18
O -38.3949 -18.9073 -9.9707  -0.47
H -37.1688 -17.5248 -10.9961  -0.26
H -38.3072 -16.9206 -9.6799  0.25
H -39.0732 -17.2620 -11.2321  0.03
H -39.3824 -19.2181 -9.9390  0.24
C -37.4383 -18.5604 -6.7754  -0.55
O -36.4981 -18.2734 -7.9025  -0.51
H -38.1997 -17.7624 -6.8626  0.23
H -37.0391 -18.6111 -5.7473  0.31
H -38.1171 -19.3675 -6.9510  0.16
H -37.0916 -18.6426 -8.6066  0.31

Output
Gap between HOMO and LUMO, eV: 10.05
Strongest force on any atom, eV/A: 10.5
Spin multiplicity: 1
Energy relative to the best compared isomer or geometry (same formula, charge and spin), kJ/mol: 853.0
E_tot, Eh: -1202.81872
HOMO, eV: -9.6802